No. 1
The following is a quantum chemistry calculation of C13H24CuN4O5S2 as an isolated structure in a non-equilibrium geometry, from the Open Molecules 2025 dataset.

Geometry as XYZ:
```
49
Properties=species:S:1:pos:R:3
O 4.385 -0.381 -2.878
H 4.941 -0.884 -2.208
Cu 0.969 0.450 -0.306
N -0.833 0.463 -0.661
N 0.901 -0.842 -2.033
O -1.713 0.818 0.236
O 1.637 -1.866 -2.200
C -1.273 -0.028 -1.851
C -0.302 -0.715 -2.654
C -2.736 0.002 -2.237
C -0.581 -1.533 -3.864
H -3.271 0.669 -1.519
H -3.179 -1.038 -2.208
H -2.820 0.399 -3.285
H 0.391 -1.880 -4.247
H -1.086 -0.892 -4.601
H -1.228 -2.393 -3.613
H -1.361 -0.247 1.296
H 3.447 -0.430 -2.407
O 1.549 -1.886 0.334
H 1.882 -2.308 -0.549
H 2.141 -2.204 1.008
C 2.424 1.427 -0.442
H 3.157 0.605 -0.447
H 2.480 1.353 -1.524
H 3.162 2.259 -0.318
O -2.353 3.833 1.285
H -2.336 2.930 0.970
H -2.014 3.770 2.214
C 0.620 3.772 0.405
C 0.728 2.830 1.541
N 0.600 1.524 1.469
C 0.565 0.894 2.710
C 0.774 1.785 3.747
S 0.957 3.397 3.152
C 0.175 -0.484 2.803
C 0.609 -1.504 3.603
S -0.193 -2.978 3.228
C -1.155 -2.197 2.039
N -0.862 -0.905 1.968
C -2.166 -2.802 1.163
H 1.360 4.571 0.548
H 0.825 3.258 -0.541
H -0.398 4.190 0.418
H 0.815 1.495 4.784
H 1.380 -1.394 4.350
H -2.203 -3.879 1.383
H -3.158 -2.357 1.343
H -1.885 -2.656 0.105
```

Relative energy (zero: lowest compared OMol25 entry of this formula, charge and spin): 20.64 kcal/mol
<S²>: 0.852
Multiplicity: 2

=====

No. 2
The following is a quantum chemistry calculation of C12H18AsS8SbTc as an isolated structure in a non-equilibrium geometry, from the Open Molecules 2025 dataset.

Geometry as XYZ:
```
41
Properties=species:S:1:pos:R:3
Tc 0.158 0.859 -0.078
C 3.076 -0.662 -0.725
C 1.639 -0.851 -0.325
C 1.274 -0.923 1.055
C 2.346 -0.935 2.111
C -0.086 -0.973 1.410
C -0.498 -1.030 2.852
C -1.093 -0.995 0.391
C -2.538 -1.101 0.812
C -0.705 -1.161 -0.977
C -1.746 -1.298 -2.051
C 0.659 -1.151 -1.321
C 1.120 -1.487 -2.712
H 3.601 -1.617 -0.748
H 3.590 -0.007 -0.028
H 3.146 -0.214 -1.712
H 2.524 0.059 2.524
H 3.285 -1.302 1.708
H 2.058 -1.587 2.932
H -0.605 -2.074 3.152
H -1.453 -0.536 3.018
H 0.231 -0.562 3.504
H -2.909 -0.164 1.223
H -2.636 -1.865 1.584
H -3.181 -1.385 -0.012
H -2.036 -2.341 -2.174
H -1.379 -0.930 -3.002
H -2.634 -0.722 -1.812
H 1.276 -0.609 -3.337
H 0.401 -2.132 -3.207
H 2.067 -2.019 -2.662
S -3.780 1.972 -2.548
Sb -3.408 3.454 -4.097
S -0.231 2.386 -1.591
S -0.383 1.632 -3.492
S -1.004 3.260 -4.560
S -1.621 4.663 3.203
As 0.144 3.999 4.356
S 0.300 2.578 1.259
S 0.799 2.140 3.193
S 0.235 5.633 2.886
```

Net charge: +1
Relative energy (zero: lowest compared OMol25 entry of this formula, charge and spin): 31.70 kcal/mol

=====

No. 3
The following is a quantum chemistry calculation of a 2-piece molecular cluster, C14H24BBrClNO4 overall in a non-equilibrium geometry, from the Open Molecules 2025 dataset.

Geometry as XYZ:
```
46
C14H24BBrClNO4 (the ωB97M-V functional and the def2-TZVPD basis)
C 3.207 -0.730 1.751
C 2.862 0.514 2.565
C 1.628 1.265 2.057
Cl 1.188 2.504 3.290
C 0.407 0.413 1.809
C -0.172 -0.312 2.852
O 0.385 -0.295 4.096
B 0.905 -1.468 4.625
O 1.422 -1.369 5.888
O 0.880 -2.684 3.981
C -1.339 -1.037 2.648
C -1.905 -1.054 1.390
C -1.299 -0.346 0.376
N -0.168 0.354 0.587
C 0.343 1.041 -0.616
Br -0.962 2.376 -1.077
C 0.414 0.113 -1.831
C 1.474 -0.987 -1.665
H 3.530 -0.447 0.757
H 2.406 -1.462 1.707
H 4.071 -1.197 2.216
H 2.809 0.335 3.631
H 3.693 1.200 2.422
H 1.925 1.851 1.203
H 2.282 -1.799 5.883
H 1.351 -2.717 3.145
H -1.781 -1.588 3.460
H -2.804 -1.600 1.168
H -1.737 -0.322 -0.615
H 1.314 1.491 -0.503
H 0.730 0.769 -2.633
H -0.571 -0.241 -2.138
H 2.053 -1.047 -2.581
H 2.196 -0.750 -0.889
H 1.031 -1.963 -1.500
C -3.446 -0.004 -4.850
C -2.920 0.849 -3.685
C -2.339 2.168 -4.255
O -1.938 0.174 -2.989
H -2.635 -0.261 -5.534
H -3.890 -0.929 -4.476
H -4.219 0.527 -5.426
H -3.820 1.152 -3.097
H -1.495 1.976 -4.921
H -1.996 2.767 -3.415
H -3.070 2.772 -4.812
```

=====

No. 4
The following is a quantum chemistry calculation of a 3-piece molecular cluster, C4H12O3 overall in a non-equilibrium geometry, from the Open Molecules 2025 dataset.

Geometry as XYZ:
```
19
Properties=species:S:1:pos:R:3
C 1.496 -0.223 2.325
C 0.554 -0.449 1.081
C -0.724 -1.247 1.455
C 1.292 -1.176 0.048
O 1.097 -1.210 -1.163
H 1.072 0.337 3.158
H 2.349 0.352 2.051
H 1.915 -1.125 2.571
H 0.333 0.512 0.709
H -1.679 -0.875 1.103
H -0.832 -1.535 2.550
H -0.641 -2.273 1.016
H 2.124 -1.840 0.532
O -2.632 3.377 -3.637
H -1.729 3.075 -3.812
H -2.697 3.420 -2.628
O -0.651 0.509 -2.219
H -0.600 0.551 -3.172
H -0.047 -0.182 -1.967
```

Relative energy (zero: lowest compared OMol25 entry of this formula, charge and spin): 22.83 kcal/mol

=====

no.,M (g/mol),DFT total energy (eV)
1,444.0,-96371.539
2,713.5,-168989.573
3,396.5,-107829.017
4,108.1,-10484.149